1.
The following is a DFT calculation (ωB97M-V with the def2-TZVPD basis set) of an isolated molecule of C4H6N2O3.

Positions of all 15 atoms, in Å:
C: -1.0398 0.3271 1.2841
H: -0.9405 -0.6920 -1.6589
C: -0.9599 0.1823 -1.0106
H: -1.5298 0.7158 2.1702
H: 0.2571 1.8775 1.1300
H: 0.9399 1.3196 -0.9949
O: 1.6890 -1.2339 0.6169
O: -1.2065 -1.0059 1.0153
C: 0.4539 0.5155 -0.4355
C: 1.3553 -0.7112 -0.5485
H: 2.2468 -2.0182 0.4972
N: 0.2159 0.8844 0.9511
N: -1.8117 -0.0409 0.1429
O: 1.7198 -1.1507 -1.6113
H: -1.3895 1.0306 -1.5480

**E_HOMO**: -9.61 eV
**2S+1**: 1
**SMILES string**: O=C(O)[C@H]1CN2O[C@H]2N1
**Energy relative to the best compared isomer or geometry (same formula, charge and spin)**: 70.7 kcal/mol
**Orbital gap**: 10.3 eV
**F_max**: 1.9 eV/A

In elementary charge units, the Löwdin charges are: number 1, C, carries -0.369; number 2, H, carries 0.128; number 3, C, carries -0.089; number 4, H, carries 0.157; number 5, H, carries 0.128; number 6, H, carries 0.159; number 7, O, carries 0.130; number 8, O, carries 0.029; number 9, C, carries -0.198; number 10, C, carries -0.511; number 11, H, carries 0.142; number 12, N, carries 0.071; number 13, N, carries -0.002; number 14, O, carries 0.101; number 15, H, carries 0.125

2.
The following is a DFT calculation (ωB97M-V with the def2-TZVPD basis set) of a structure of composition C44H56O3Si2.

Positions of all 105 atoms, in Å:
H: -1.8165 -5.7440 -5.8196
Si: 5.3404 2.8227 -6.3853
C: -0.4962 -7.4312 -5.8762
O: 0.7911 4.1490 -4.4030
H: -0.4619 -0.1849 -0.2951
H: 2.6460 -2.6187 -7.0201
H: -7.1930 2.2145 6.5829
H: -0.4928 2.1887 -2.1272
H: 3.7780 -1.6940 6.4877
H: -3.5927 0.0565 -5.8566
H: 1.8980 -1.8192 -4.8493
C: 0.2895 2.8674 -2.4441
H: 3.9048 -2.7651 -5.8389
C: 1.2107 0.9610 -5.2771
C: -0.0084 1.7443 -5.7255
H: 4.8589 -1.9940 -7.9221
H: -1.1685 -10.4734 -4.5551
C: -2.4838 -8.7817 -4.4858
H: 1.5748 1.1218 0.2037
C: 2.3012 3.1984 12.0529
C: 1.7420 2.7747 10.8558
C: -0.4158 0.4264 0.5975
C: 0.9587 -0.4075 5.1265
H: 1.6787 2.5236 2.2353
H: 1.2331 2.3601 -2.2619
H: -3.5840 -6.9429 -4.5764
C: -3.4217 -3.2940 -5.4052
O: 5.2765 1.4633 -7.3447
H: 3.2477 2.7903 12.3823
C: -1.6732 -6.7785 -5.5379
H: -0.0734 5.4139 13.0046
C: -1.5003 0.4737 1.4620
C: -6.2946 2.6919 6.2144
C: -3.8319 -2.0743 -5.9256
C: -0.2953 1.9924 2.8841
C: -2.4608 -3.3350 -4.4044
H: -3.8524 -4.2139 -5.7809
C: 1.6468 4.1460 12.8268
H: -0.2403 1.1370 6.0061
H: 1.0091 0.5453 -4.2913
H: -4.5842 -2.0430 -6.7028
H: 5.5769 3.9929 -7.2498
H: 0.2918 3.7701 -1.8483
C: 0.5262 3.2954 10.4355
H: 5.2071 0.1600 -5.1580
C: 0.7883 1.9481 2.0188
H: -5.2249 5.6394 4.9402
H: -0.7269 1.0440 -6.1331
O: -0.6509 2.4088 -4.6229
C: 0.7282 1.1620 0.8773
C: 0.4345 4.6716 12.4030
C: 1.5327 -0.2227 -6.1987
H: -0.2477 2.6004 3.7783
H: -3.0890 4.3995 4.9124
H: -2.1426 -4.2856 -3.9963
H: 3.2219 -0.0343 8.2299
H: 0.0861 2.9618 9.5045
C: 1.4551 0.6529 7.2262
C: 0.1862 3.2123 -3.8990
C: -1.4375 1.2550 2.6074
C: 2.5855 -0.1407 7.3609
C: -0.3152 -8.7609 -5.5233
H: 2.3321 -1.9290 4.4979
H: 0.2316 2.4795 -6.4878
H: -5.0609 0.9677 6.5383
C: 4.2548 -1.2656 -7.3889
H: -7.2753 4.5484 5.7797
H: 3.6332 -0.7444 -8.1099
H: 2.1015 1.5811 -5.2442
H: 0.6241 -0.7479 -6.4763
H: 2.0821 4.4752 13.7612
C: 0.6424 0.5184 6.1100
C: -3.9444 2.6071 5.7232
C: -2.3152 -0.9361 -4.4489
H: 1.2074 1.3766 7.9922
C: -2.6664 -7.4530 -4.8420
C: -5.1882 4.6173 5.2934
Si: 5.4316 -0.0291 -6.6099
C: 3.3431 -2.0363 -6.4170
H: -2.3928 -0.0983 1.2444
C: -0.1268 4.2451 11.2079
H: 0.2800 -6.9032 -6.4147
C: -6.3404 4.0038 5.7640
C: -3.2766 -0.8951 -5.4490
H: 0.3260 -0.5070 4.2542
C: 2.0863 -1.2047 5.2633
H: -2.2796 1.2885 3.2874
C: 2.8992 -1.0717 6.3807
H: 6.8303 -0.4719 -6.8066
H: -1.8797 -0.0150 -4.0789
H: -1.1608 -2.1870 -3.1426
H: -3.2573 -9.3074 -3.9413
H: 6.4621 2.7276 -5.4281
H: -3.0088 2.0617 5.7074
H: 2.2542 2.0371 10.2510
H: 3.1142 -0.5813 -4.8092
C: -1.3094 -9.4361 -4.8290
C: -3.9889 3.9199 5.2756
C: 2.5052 -1.1761 -5.4850
C: -1.9091 -2.1554 -3.9245
H: 4.0592 2.9593 -5.6654
H: 2.0195 0.1670 -7.0885
H: 0.6010 -9.2714 -5.7894
H: -1.0740 4.6520 10.8789
C: -5.0967 1.9921 6.1913

**E_HOMO**: -9.35 eV
**2S+1**: 1
**Energy relative to the best compared isomer or geometry (same formula, charge and spin)**: 0.0 kcal/mol
**Orbital gap**: 9.9 eV
**F_max**: 2.1 eV/A

Atom charges from the Löwdin analysis, given in e for atoms 1 to 99: number 1, H, carries 0.079; number 2, Si, carries 0.506; number 3, C, carries -0.092; number 4, O, carries 0.100; number 5, H, carries 0.096; number 6, H, carries 0.108; number 7, H, carries 0.100; number 8, H, carries 0.076; number 9, H, carries 0.100; number 10, H, carries 0.104; number 11, H, carries 0.111; number 12, C, carries 0.016; number 13, H, carries 0.104; number 14, C, carries -0.178; number 15, C, carries -0.166; number 16, H, carries 0.067; number 17, H, carries 0.100; number 18, C, carries -0.096; number 19, H, carries 0.098; number 20, C, carries -0.096; number 21, C, carries -0.096; number 22, C, carries -0.101; number 23, C, carries -0.091; number 24, H, carries 0.104; number 25, H, carries 0.088; number 26, H, carries 0.099; number 27, C, carries -0.098; number 28, O, carries -0.504; number 29, H, carries 0.100; number 30, C, carries -0.101; number 31, H, carries 0.100; number 32, C, carries -0.090; number 33, C, carries -0.097; number 34, C, carries -0.091; number 35, C, carries -0.110; number 36, C, carries -0.100; number 37, H, carries 0.097; number 38, C, carries -0.097; number 39, H, carries 0.088; number 40, H, carries 0.119; number 41, H, carries 0.102; number 42, H, carries -0.068; number 43, H, carries 0.091; number 44, C, carries -0.098; number 45, H, carries -0.015; number 46, C, carries -0.089; number 47, H, carries 0.100; number 48, H, carries 0.109; number 49, O, carries -0.039; number 50, C, carries -0.102; number 51, C, carries -0.097; number 52, C, carries -0.187; number 53, H, carries 0.098; number 54, H, carries 0.099; number 55, H, carries 0.091; number 56, H, carries 0.098; number 57, H, carries 0.090; number 58, C, carries -0.089; number 59, C, carries -0.513; number 60, C, carries -0.098; number 61, C, carries -0.095; number 62, C, carries -0.097; number 63, H, carries 0.101; number 64, H, carries 0.129; number 65, H, carries 0.101; number 66, C, carries -0.292; number 67, H, carries 0.100; number 68, H, carries 0.066; number 69, H, carries 0.096; number 70, H, carries 0.114; number 71, H, carries 0.100; number 72, C, carries -0.094; number 73, C, carries -0.105; number 74, C, carries -0.096; number 75, H, carries 0.078; number 76, C, carries -0.096; number 77, C, carries -0.096; number 78, Si, carries 0.511; number 79, C, carries -0.267; number 80, H, carries 0.103; number 81, C, carries -0.095; number 82, H, carries 0.101; number 83, C, carries -0.096; number 84, C, carries -0.091; number 85, H, carries 0.093; number 86, C, carries -0.090; number 87, H, carries 0.092; number 88, C, carries -0.096; number 89, H, carries -0.024; number 90, H, carries 0.092; number 91, H, carries 0.098; number 92, H, carries 0.100; number 93, H, carries -0.059; number 94, H, carries 0.085; number 95, H, carries 0.089; number 96, H, carries 0.078; number 97, C, carries -0.097; number 98, C, carries -0.096; number 99, C, carries -0.237

3.
The following is a DFT calculation (ωB97M-V with the def2-TZVPD basis set) of a structure of composition C44H76BN7NbO3S.

Positions of all 133 atoms, in Å:
H: 1.0196 4.3452 -9.9277
H: 3.0460 0.8285 2.1839
H: 0.6055 3.0931 -1.8382
C: 6.9066 -1.7192 0.9115
C: 5.8816 6.2189 4.8810
H: 1.0856 -2.7164 1.3133
C: -10.6510 1.4351 2.3355
C: -0.2177 -3.2035 -0.3232
H: 3.5417 -1.6166 1.2618
C: 1.2432 2.7040 -8.5617
H: -4.1351 0.1067 3.4010
H: 3.2930 5.2905 -9.6960
H: 5.8104 3.8218 -1.1036
H: 0.7313 1.1291 -6.3417
C: -11.9184 -1.6337 0.5469
H: 3.8660 -1.3627 -2.9089
H: -13.1466 -0.0085 1.0069
H: -6.9381 0.7138 3.6173
B: 3.9163 3.5200 -0.6757
H: 6.5212 6.8364 5.5136
H: 1.8655 -6.8697 4.6283
H: 4.1013 -6.9443 2.3488
C: 5.3102 -3.6697 0.9118
H: 4.2416 -3.8351 0.8260
H: -7.7078 0.0328 1.3713
H: 5.5315 4.5105 2.6813
H: 3.4678 -1.5628 -1.3530
H: 2.8158 -5.9824 5.8206
H: 1.7290 -1.1693 0.0415
H: 4.9015 0.3365 -1.4883
H: 4.8728 -8.4191 2.9172
C: 2.7984 -6.3260 4.7860
H: 5.6593 6.7825 3.9729
H: 7.5261 5.0999 4.0670
H: 4.2048 2.0745 1.7650
C: 2.8085 -5.1549 3.9085
H: -14.4489 -1.2054 2.7677
H: 6.2633 3.0801 3.4037
H: -0.7226 -2.3581 -2.2356
H: 1.1003 -0.0998 1.2552
C: 3.7465 1.1555 1.4099
C: -3.1376 -1.9781 1.7750
C: 4.7990 0.1086 1.2696
H: -3.8648 1.3205 2.1467
C: 1.7730 1.4514 -4.5211
H: 1.1481 2.4962 2.2117
C: 2.9265 4.5723 -8.9618
O: -0.4734 0.5685 -4.7909
C: 1.8958 2.6257 -3.4975
C: -2.2071 -2.7841 1.1315
H: -9.2519 1.9299 0.8724
C: 6.5684 4.8983 4.5512
H: -13.4553 -2.6373 2.5554
H: -0.1269 -0.3211 -4.8863
H: 8.1948 -0.0045 0.8903
H: -8.4692 1.5143 3.9461
H: -0.7680 -4.1409 -0.4285
N: 3.4505 3.3840 4.7271
N: -11.4488 1.7634 3.0890
N: 3.1012 1.0763 -7.7261
H: -14.2922 -2.8925 0.2126
C: -13.8794 -1.7775 2.0336
H: 0.4162 -3.6984 -2.3193
C: -3.0344 -0.5972 1.6576
C: 2.2745 1.7861 -8.0765
C: 4.4522 3.6582 4.2458
C: -1.9902 -0.0454 0.9279
H: -5.0545 0.0469 1.9084
O: -0.0877 -0.1902 -0.4261
C: -1.1682 -2.2424 0.3730
C: -14.8174 -2.2668 0.9356
H: -1.9233 1.0303 0.8478
H: -12.1175 -0.5608 2.3227
C: 1.1844 2.2252 -2.1712
C: 1.8266 3.7057 -9.5647
N: 3.3839 4.7921 -1.1332
H: 0.8153 3.2263 -7.7053
H: -15.6243 -2.8644 1.3601
H: 2.6590 5.0948 -0.4919
C: -7.7743 1.2345 3.1523
H: 1.3753 3.4781 -3.9355
C: 5.7321 4.0058 3.6283
H: 1.9277 -3.4504 -0.0185
C: 3.8630 0.4022 -1.8372
C: 1.2367 -0.2092 0.1721
H: 2.9620 2.8084 -3.3932
C: 0.4782 1.4774 -5.3345
H: 6.3580 1.5831 1.2105
H: 4.1328 5.4847 -1.1543
H: -10.0415 0.3683 0.6480
H: 3.9796 -8.0723 5.1976
O: 5.2979 3.4266 -0.3831
H: 0.4513 2.1160 -9.0266
N: 3.3337 -0.9501 -2.1500
H: 2.2221 3.1680 -10.4289
Nb: 2.5269 1.5988 -0.4920
H: 3.7762 3.9690 -8.6403
H: -7.3897 2.1478 2.6950
H: 4.9242 -6.6802 4.6944
C: 4.0195 -7.7580 3.0707
H: -15.2653 -1.4279 0.3994
C: 4.0020 -7.2313 4.5012
H: -3.9418 -2.4244 2.3441
H: 3.9344 0.9072 -2.8067
C: 5.6042 -2.1873 1.0190
H: 5.7353 -4.0173 -0.0309
C: 0.1544 -2.7985 -1.7644
H: 2.5584 5.1297 -8.0986
C: -8.4442 0.3420 2.1141
N: 2.8166 -4.2500 3.2082
C: 7.1804 -0.3601 0.9890
N: -11.2709 -2.2129 -0.1995
C: -1.0487 -0.8466 0.2816
H: 4.9467 6.0563 5.4185
S: 1.0511 3.0441 0.9905
C: 4.5671 -1.2718 1.1963
H: 1.8120 0.5391 -3.9266
H: 0.0752 2.4849 -5.3858
H: 0.4335 1.4727 -2.4175
C: -12.7448 -0.8931 1.5028
H: 0.9217 -4.4366 1.1146
C: 6.1322 0.5262 1.1638
C: -4.0715 0.2680 2.3259
H: -8.8089 -0.5666 2.5978
H: 5.7345 -4.2172 1.7487
C: 1.0124 -3.5025 0.5698
H: 2.6640 1.4764 -5.1477
H: -2.3016 -3.8581 1.2193
H: 3.1113 -8.3218 2.8484
C: -9.6040 1.0367 1.3905
H: 6.7848 4.3625 5.4778
H: 0.9598 -2.0755 -1.7604
H: 7.7140 -2.4260 0.7499

**Net charge**: -1
**E_HOMO**: -4.08 eV
**2S+1**: 1
**Orbital gap**: 6.1 eV
**F_max**: 2.2 eV/A

Atom charges from the Löwdin analysis, given in e for atoms 1 to 99: number 1, H, carries 0.105; number 2, H, carries 0.040; number 3, H, carries 0.013; number 4, C, carries -0.091; number 5, C, carries -0.116; number 6, H, carries 0.057; number 7, C, carries -0.256; number 8, C, carries -0.345; number 9, H, carries 0.097; number 10, C, carries -0.188; number 11, H, carries 0.075; number 12, H, carries 0.069; number 13, H, carries 0.074; number 14, H, carries 0.073; number 15, C, carries -0.251; number 16, H, carries 0.052; number 17, H, carries 0.125; number 18, H, carries 0.064; number 19, B, carries -0.703; number 20, H, carries 0.066; number 21, H, carries 0.119; number 22, H, carries 0.068; number 23, C, carries -0.067; number 24, H, carries 0.039; number 25, H, carries 0.107; number 26, H, carries 0.120; number 27, H, carries 0.024; number 28, H, carries 0.115; number 29, H, carries 0.003; number 30, H, carries 0.042; number 31, H, carries 0.070; number 32, C, carries -0.187; number 33, H, carries 0.075; number 34, H, carries 0.104; number 35, H, carries 0.011; number 36, C, carries -0.211; number 37, H, carries 0.109; number 38, H, carries 0.113; number 39, H, carries 0.082; number 40, H, carries 0.048; number 41, C, carries -0.308; number 42, C, carries -0.068; number 43, C, carries -0.307; number 44, H, carries 0.074; number 45, C, carries -0.204; number 46, H, carries -0.265; number 47, C, carries -0.110; number 48, O, carries -0.073; number 49, C, carries -0.290; number 50, C, carries -0.038; number 51, H, carries 0.125; number 52, C, carries -0.264; number 53, H, carries 0.112; number 54, H, carries 0.082; number 55, H, carries 0.089; number 56, H, carries 0.070; number 57, H, carries 0.113; number 58, N, carries 0.158; number 59, N, carries 0.155; number 60, N, carries 0.171; number 61, H, carries 0.070; number 62, C, carries -0.256; number 63, H, carries 0.073; number 64, C, carries -0.283; number 65, C, carries -0.258; number 66, C, carries -0.245; number 67, C, carries 0.047; number 68, H, carries 0.059; number 69, O, carries -0.164; number 70, C, carries -0.136; number 71, C, carries -0.113; number 72, H, carries 0.118; number 73, H, carries 0.080; number 74, C, carries -0.348; number 75, C, carries -0.263; number 76, N, carries 0.089; number 77, H, carries 0.113; number 78, H, carries 0.070; number 79, H, carries 0.028; number 80, C, carries -0.107; number 81, H, carries 0.087; number 82, C, carries -0.186; number 83, H, carries 0.060; number 84, C, carries -0.382; number 85, C, carries -0.308; number 86, H, carries 0.058; number 87, C, carries -0.265; number 88, H, carries 0.087; number 89, H, carries 0.050; number 90, H, carries 0.096; number 91, H, carries 0.104; number 92, O, carries -0.006; number 93, H, carries 0.121; number 94, N, carries -0.079; number 95, H, carries 0.109; number 96, Nb, carries 1.603; number 97, H, carries 0.071; number 98, H, carries 0.082; number 99, H, carries 0.110